(1)
{
  "formula": "C3H9N2O",
  "method": "wB97M-V/def2-TZVPD",
  "species": ["N", "C", "C", "O", "C", "N", "H", "H", "H", "H", "H", "H", "H", "H", "H"],
  "positions_angstrom": [[-1.64436, 0.53612, -0.20452], [-0.90106, -0.48435, 0.57146], [0.19190, -1.08881, -0.42497], [1.54481, -1.09581, 0.09046], [2.23533, -0.00047, 0.03394], [1.56091, 1.10082, -0.02839], [-2.37955, 0.20356, -0.92036], [-2.10614, 1.15211, 0.32976], [-1.54111, -1.35310, 1.04741], [-0.57547, 0.08827, 1.41189], [-0.10943, -2.15923, -0.80953], [0.14379, -0.41465, -1.29320], [3.25083, -0.15267, 0.25280], [0.55388, 1.05359, -0.26532], [1.99219, 2.02791, -0.01461]],
  "multiplicity": 1,
  "e_tot_ha": -304.1619,
  "relative_energy_ev": 2.4073,
  "orbital_gap_ev": 9.8,
  "smiles": "NCCOC=[NH2+]",
  "e_lumo_ev": -4.26,
  "total_charge": 1
}

***

(2)
{
  "formula": "C5H9N3O2",
  "method": "wB97M-V/def2-TZVPD",
  "species": ["C", "C", "C", "N", "C", "N", "N", "C", "O", "O", "H", "H", "H", "H", "H", "H", "H", "H", "H"],
  "positions_angstrom": [[1.01324, 2.10188, 1.35599], [0.71255, 0.97413, 0.75500], [0.26728, -0.31802, 0.87118], [0.82181, -1.36837, 1.49398], [-0.64226, -0.54589, -0.32934], [-2.01432, -0.19220, -0.05563], [-0.54263, -1.90547, -0.80975], [0.07346, 0.61261, -1.16723], [-0.54875, 1.57234, -1.62957], [1.13640, 0.06514, -1.88652], [1.58616, 2.86635, 0.84575], [0.64663, 2.36136, 2.34274], [1.38515, -1.20257, 2.31456], [0.37075, -2.25633, 1.29796], [-2.14897, 0.33913, 0.79462], [-2.37677, 0.36834, -0.82460], [0.30294, -2.01904, -1.35973], [-1.35044, -2.11779, -1.38249], [1.30777, 0.66438, -2.62694]],
  "multiplicity": 1,
  "e_tot_ha": -510.5834,
  "relative_energy_ev": 2.9003,
  "orbital_gap_ev": 8.2,
  "smiles": "C=C=C(N)C(N)(N)C(=O)O",
  "e_lumo_ev": 0.20
}

***

Number 1: HOMO level -0.51604 Eh, largest force on an atom 0.10087 hartree/bohr. Number 2: HOMO level -0.29228 Eh, largest force on an atom 0.06548 hartree/bohr.